P:
Formula: C3H12NO2
Source: the OMol25 dataset
Level of theory: ωB97M-V with the def2-TZVPD basis set

Cartesian coordinates (Å):
O 2.584 0.004 -1.123
O 0.524 2.747 1.465
N -0.143 0.832 -1.061
C -0.315 -0.593 -0.649
C -1.721 -2.052 0.787
C -1.510 -0.842 -0.079
H -2.054 -2.880 0.161
H 1.457 2.760 1.744
H 0.820 1.044 -1.343
H -2.289 -1.813 1.675
H -2.312 -0.151 -0.307
H 0.111 2.399 2.260
H -0.748 -2.447 1.106
H -0.830 1.069 -1.774
H 3.193 -0.007 -1.884
H -0.368 1.461 -0.287
H 3.013 -0.516 -0.442
H 0.589 -1.015 -0.247

Properties
* E_LUMO: -3.250 eV
* multiplicity: 1
* Kohn-Sham gap: 11.0983 eV
* total charge: +1

=====

Q:
Formula: C3H12NO2
Source: the OMol25 dataset
Level of theory: ωB97M-V with the def2-TZVPD basis set

Cartesian coordinates (Å):
O 0.514 2.854 -1.536
O 1.810 0.770 -0.378
N 0.728 -0.569 1.652
C -2.253 -1.688 -0.469
C -0.448 -1.320 1.165
C -0.980 -1.060 -0.014
H 2.726 0.819 -0.689
H -2.416 -1.595 -1.539
H -0.564 -0.286 -0.620
H 1.411 -1.215 2.044
H -3.098 -1.228 0.014
H -2.375 -2.720 -0.138
H 1.340 1.549 -0.754
H -0.767 -2.067 1.868
H -0.420 2.625 -1.457
H 0.572 3.808 -1.652
H 0.474 0.142 2.338
H 1.224 -0.008 0.878

Properties
* E_LUMO: -3.053 eV
* multiplicity: 1
* Kohn-Sham gap: 11.2089 eV
* total charge: +1

=====

Structures ranked by computed energy, the most stable listed first: Q, P.

=====

P:
Formula: C7H14N2O2
Source: the OMol25 dataset
Level of theory: ωB97M-V with the def2-TZVPD basis set

Cartesian coordinates (Å):
O -1.934 0.739 0.907
O 2.510 1.028 -0.585
N -0.207 -0.877 0.503
N 1.137 -0.619 0.145
C -1.018 0.400 -0.070
C 0.108 1.420 -0.330
C -1.785 0.089 -1.346
C -0.683 -2.156 0.020
C 0.200 2.535 0.711
C 1.403 0.619 -0.300
C 2.157 -1.571 0.493
H -2.524 -0.684 -1.170
H 0.461 2.133 1.689
H 2.034 -1.896 1.527
H -0.744 3.069 0.780
H -0.141 -2.946 0.540
H -1.106 -0.213 -2.138
H -0.559 -2.295 -1.060
H 2.129 -2.441 -0.168
H -1.472 0.862 1.745
H -0.015 1.873 -1.318
H 3.111 -1.061 0.375
H -2.306 0.992 -1.651
H 0.979 3.231 0.414
H -1.734 -2.231 0.285

Properties
* E_LUMO: 0.806 eV
* multiplicity: 1
* Kohn-Sham gap: 9.0102 eV
* structure (SMILES): C[C@H]1C(=O)N(C)N(C)[C@@]1(C)O

=====

Q:
Formula: C7H14N2O2
Source: the OMol25 dataset
Level of theory: ωB97M-V with the def2-TZVPD basis set

Cartesian coordinates (Å):
O -0.016 -1.963 -0.709
O 2.205 1.217 -1.114
N 2.628 0.274 -0.388
N -0.661 -0.315 0.735
C -2.881 0.143 -0.277
C -2.236 0.227 -1.734
C 0.208 -1.025 0.013
C -0.339 0.879 1.506
C 1.935 -0.679 0.164
C 4.042 0.165 -0.109
C -2.069 -0.659 0.668
H -1.470 -0.483 -1.709
H -3.171 0.024 -2.307
H -2.052 -1.752 0.477
H 2.426 -1.697 0.316
H -1.870 1.218 -1.957
H 4.714 0.834 -0.681
H -3.014 1.129 0.257
H -1.213 1.570 1.519
H 0.066 0.849 2.539
H 4.236 0.312 1.073
H 0.451 1.363 0.889
H -3.874 -0.400 -0.413
H 4.476 -0.797 -0.337
H -2.520 -0.436 1.580

Properties
* E_LUMO (spin up / spin down): 0.540 / 0.541 eV
* multiplicity: 1
* Kohn-Sham gap (spin up / spin down): 9.2697 / 9.2692 eV
* structure (SMILES): CCCN(C)C(=O)/C=[N+](/C)[O-]

=====

Structures ranked by computed energy, the most stable listed first: P, Q.

=====

P:
Formula: C14H16O
Source: the OMol25 dataset
Level of theory: ωB97M-V with the def2-TZVPD basis set

Cartesian coordinates (Å):
O -2.559 2.125 -2.531
C 0.864 2.195 -0.172
C -0.441 2.089 0.417
C -1.525 2.199 -1.722
C 1.001 -1.725 0.957
C 0.014 -2.613 1.433
C 0.954 -1.402 -0.368
C 2.070 2.126 0.654
C 0.893 2.647 -1.532
C -1.546 1.938 -0.363
C -1.180 -2.468 -0.695
C -0.229 2.486 -2.311
C 0.105 -3.164 2.854
C -1.050 -2.931 0.638
C -0.126 -1.766 -1.225
H -0.128 2.703 -3.348
H 0.093 -4.206 2.942
H -0.200 1.804 1.437
H -3.341 2.490 -2.084
H -0.707 -2.681 3.445
H 1.674 -0.864 -0.995
H -0.244 -1.477 -2.268
H -1.909 -3.627 0.783
H 1.762 2.963 -2.091
H 2.373 3.157 0.814
H 1.986 1.426 1.478
H 1.771 -1.408 1.631
H 3.007 1.881 0.113
H -2.003 -2.624 -1.399
H 1.005 -2.769 3.345
H -2.385 1.497 0.164

Properties
* E_LUMO (spin up / spin down): -3.811 / -7.368 eV
* multiplicity: 2
* Kohn-Sham gap (spin up / spin down): 7.9346 / 4.3755 eV
* total charge: +1

=====

Q:
Formula: C14H16O
Source: the OMol25 dataset
Level of theory: ωB97M-V with the def2-TZVPD basis set

Cartesian coordinates (Å):
O 2.257 -2.825 -0.167
C -0.432 0.461 -3.612
C -2.099 1.692 1.398
C -0.783 1.987 1.765
C -2.767 0.587 1.923
C 0.585 -0.248 -2.782
C 1.460 0.273 -1.848
C 1.842 -0.564 -0.786
C -2.365 0.007 3.165
C -0.365 1.469 3.019
C 1.838 -1.998 -1.095
C 1.110 -2.560 -2.117
C 0.221 2.634 0.950
C 0.455 -1.626 -2.985
C -1.292 0.594 3.751
H -0.098 -2.117 -3.779
H 0.193 0.717 -4.476
H -1.009 1.390 -3.060
H -2.598 2.138 0.458
H 1.555 1.270 -1.722
H 2.563 -2.408 0.601
H -3.558 0.037 1.304
H 0.629 1.870 3.364
H 0.415 1.832 0.093
H -2.970 -0.749 3.552
H -1.193 -0.238 -3.985
H -1.049 0.145 4.642
H 1.219 -3.710 -2.118
H -0.115 3.537 0.476
H 1.190 2.789 1.422
H 2.325 -0.152 0.084

Properties
* E_LUMO (spin up / spin down): -4.073 / -7.466 eV
* multiplicity: 2
* Kohn-Sham gap (spin up / spin down): 7.1825 / 3.7892 eV
* total charge: +1

=====

Structures ranked by computed energy, the most stable listed first: P, Q.

=====

P:
Formula: C3H8O3
Source: the OMol25 dataset
Level of theory: ωB97M-V with the def2-TZVPD basis set

Cartesian coordinates (Å):
O 1.500 0.495 -1.371
O -0.006 2.190 1.150
O -0.919 -0.468 1.362
C -1.016 -1.410 0.310
C 0.208 -1.381 -0.610
C 0.425 -0.019 -1.232
H -0.425 3.043 1.006
H -1.036 -2.392 0.775
H -0.723 0.412 1.004
H -1.962 -1.289 -0.226
H 0.097 -2.107 -1.416
H 0.937 2.384 1.141
H 1.079 -1.619 -0.005
H -0.510 0.502 -1.516

Properties
* E_LUMO: 0.593 eV
* multiplicity: 1
* Kohn-Sham gap: 10.4646 eV
* structure (SMILES): O=CCCO.O

=====

Q:
Formula: C3H8O3
Source: the OMol25 dataset
Level of theory: ωB97M-V with the def2-TZVPD basis set

Cartesian coordinates (Å):
O -1.017 1.127 0.303
O -0.839 -1.420 1.168
O 1.543 1.562 0.053
C -0.954 -1.161 -0.213
C 1.151 0.227 -0.261
C -0.359 0.204 -0.543
H -0.421 -1.959 -0.741
H 1.990 1.554 0.906
H -1.168 -0.613 1.594
H -0.550 0.448 -1.601
H 1.709 -0.116 -1.141
H 1.361 -0.451 0.574
H -2.006 -1.182 -0.534
H -0.393 1.868 0.393

Properties
* E_LUMO: 0.696 eV
* multiplicity: 1
* Kohn-Sham gap: 11.0196 eV
* structure (SMILES): OCC(O)CO

=====

Structures ranked by computed energy, the most stable listed first: Q, P.

=====

P:
Formula: C2H4N2O2S2
Source: the OMol25 dataset
Level of theory: ωB97M-V with the def2-TZVPD basis set

Cartesian coordinates (Å):
S -2.410 -0.843 0.436
S -0.935 1.994 0.270
O 1.306 -0.810 -0.578
O 1.883 0.252 1.310
N -0.796 -1.250 -0.038
N -0.132 0.924 -0.698
C -0.002 -0.386 -0.381
C 2.185 -0.419 0.356
H 0.583 1.307 -1.259
H 3.188 -0.812 0.146
H -2.162 2.136 -0.278
H -2.707 -2.094 0.713

Properties
* E_LUMO: 0.604 eV
* multiplicity: 1
* Kohn-Sham gap: 9.4153 eV
* structure (SMILES): O=CO/C(=N/S)NS

=====

Q:
Formula: C2H4N2O2S2
Source: the OMol25 dataset
Level of theory: ωB97M-V with the def2-TZVPD basis set

Cartesian coordinates (Å):
S 0.991 2.422 -0.022
S 2.324 -1.522 0.008
O 0.005 -0.143 0.833
O -3.140 -0.294 -0.401
N 2.167 0.127 0.128
N -1.873 -0.795 0.196
C -1.232 0.303 0.383
C 1.015 0.753 0.148
H -1.489 1.485 0.069
H 1.953 -1.888 -1.209
H -3.796 -1.117 0.285
H 3.073 0.666 -0.416

Properties
* E_LUMO: -0.298 eV
* multiplicity: 1
* Kohn-Sham gap: 9.1238 eV

=====

Structures ranked by computed energy, the most stable listed first: P, Q.

=====

P:
Formula: C2H4N6
Source: the OMol25 dataset
Level of theory: ωB97M-V with the def2-TZVPD basis set

Cartesian coordinates (Å):
N 0.944 0.956 0.030
N -2.066 -1.110 -0.148
N 0.672 -1.074 -0.130
N 2.220 0.511 0.101
N -1.681 1.324 0.086
N 2.131 -0.794 0.009
C -1.478 0.109 -0.051
C 0.029 0.030 -0.022
H -1.645 -1.789 0.803
H -3.009 -1.063 0.716
H -2.748 1.462 -0.303
H 0.541 1.862 -0.412

Properties
* E_LUMO: -0.232 eV
* multiplicity: 1
* Kohn-Sham gap: 10.1841 eV

=====

Q:
Formula: C2H4N6
Source: the OMol25 dataset
Level of theory: ωB97M-V with the def2-TZVPD basis set

Cartesian coordinates (Å):
N 0.390 -1.964 0.268
N 0.066 0.712 -0.046
N -0.622 -1.462 -0.576
N 1.455 -1.212 0.532
N -2.117 0.160 -0.718
N 2.199 0.934 0.541
C 1.227 0.120 0.411
C -0.808 -0.189 -0.550
H 3.107 0.632 1.188
H -2.834 -0.736 -0.149
H 0.157 1.790 0.007
H -2.220 1.217 -0.909

Properties
* E_LUMO: -0.568 eV
* multiplicity: 1
* Kohn-Sham gap: 8.3972 eV

=====

R:
Formula: C2H4N6
Source: the OMol25 dataset
Level of theory: ωB97M-V with the def2-TZVPD basis set

Cartesian coordinates (Å):
N -0.489 -1.564 1.502
N 0.274 0.043 0.002
N -0.481 2.072 -0.512
N 0.247 0.735 1.139
N -0.332 1.963 0.764
N 0.064 0.387 -2.258
C 0.077 -1.429 0.224
C 0.111 0.953 -1.038
H -0.386 -2.631 1.797
H -0.050 1.167 -2.919
H 0.222 0.223 2.067
H 0.743 -1.919 -0.768

Properties
* E_LUMO: -0.712 eV
* multiplicity: 1
* Kohn-Sham gap: 7.6444 eV
* structure (SMILES): [H]/N=C/n1[nH]nn/c1=N\[H]

=====

Structures ranked by computed energy, the most stable listed first: Q, P, R.

=====

P:
Formula: C2H4N6
Source: the OMol25 dataset
Level of theory: ωB97M-V with the def2-TZVPD basis set

Cartesian coordinates (Å):
N 2.218 -1.075 -0.020
N -0.876 1.314 -0.257
N 1.503 1.092 0.157
N -2.329 -0.589 0.060
N -0.010 -0.615 -0.084
N 0.532 1.827 0.198
C -1.236 -0.040 -0.017
C 1.349 -0.171 -0.214
H 3.166 -0.608 -0.162
H -2.503 -1.614 0.495
H -0.250 -1.681 0.252
H -1.564 2.161 -0.409

Properties
* E_LUMO: -0.747 eV
* multiplicity: 1
* Kohn-Sham gap: 8.9096 eV
* structure (SMILES): [H]/N=c1\nn[nH]/c(=N/[H])[nH]1

=====

Q:
Formula: C2H4N6
Source: the OMol25 dataset
Level of theory: ωB97M-V with the def2-TZVPD basis set

Cartesian coordinates (Å):
N 0.324 0.042 0.438
N 0.339 -1.450 -1.505
N -0.286 1.072 1.053
N -1.301 1.528 -1.130
N 1.011 -0.835 1.298
N -0.786 0.484 -1.653
C -0.014 -0.394 -0.871
C -1.043 1.763 0.258
H 1.955 -0.955 0.971
H -1.649 2.627 0.694
H 0.584 -1.799 1.372
H 0.864 -2.083 -0.924

Properties
* E_LUMO: -0.944 eV
* multiplicity: 1
* Kohn-Sham gap: 8.4916 eV
* structure (SMILES): [H]/N=c1/nncnn1N

=====

Structures ranked by computed energy, the most stable listed first: Q, P.